Below is a molecular structure, C49H70IrO4P3S2Se2 at a distorted geometry, with properties calculated with wB97M-V/def2-TZVPD.

Results
Total charge = +2
Energy above the lowest of the compared OMol25 structures with the same formula, charge and spin = 62.34 kcal/mol
Calculated total energy = -243198.2654 eV
E_HOMO (spin up / spin down) = -12.66 / -12.64 eV
2S+1 = 1

Geometry (Å):
Ir  -0.21  0.61  0.33
O  -1.08  2.05  1.85
S  -1.77  3.10  2.68
C  -2.44  2.26  4.14
C  -1.44  1.50  5.01
C  -0.82  0.28  4.31
C  -1.81  -0.84  4.06
S  -1.33  -1.94  2.71
O  -1.07  -1.05  1.50
C  0.26  -2.53  3.28
C  1.25  -2.69  2.32
C  2.46  -3.26  2.69
C  2.67  -3.65  4.01
C  1.66  -3.49  4.96
C  0.44  -2.94  4.59
C  -0.46  4.04  3.44
C  -0.71  4.83  4.56
C  0.33  5.56  5.12
C  1.60  5.52  4.55
C  1.83  4.75  3.41
C  0.79  4.01  2.85
H  -3.20  1.61  3.71
H  -2.96  3.04  4.70
H  -1.96  1.19  5.92
H  -0.64  2.16  5.32
H  0.03  -0.09  4.89
H  -0.44  0.62  3.35
H  -2.78  -0.46  3.70
H  -2.00  -1.46  4.94
H  1.08  -2.36  1.31
H  3.23  -3.40  1.95
H  3.61  -4.11  4.30
H  1.83  -3.79  5.98
H  -0.34  -2.85  5.33
H  -1.70  4.88  5.00
H  0.15  6.17  5.99
H  2.40  6.09  4.99
H  2.81  4.73  2.96
H  0.96  3.41  1.96
Se  1.76  0.65  2.10
P  3.16  0.57  0.44
Se  1.82  0.44  -1.25
C  4.24  -0.86  0.57
C  4.06  -1.96  -0.27
C  4.89  -3.07  -0.14
C  5.88  -3.08  0.82
C  6.06  -1.99  1.66
C  5.25  -0.88  1.54
C  4.18  2.06  0.42
C  4.40  2.74  -0.77
C  5.13  3.92  -0.77
C  5.66  4.40  0.42
C  5.47  3.71  1.60
C  4.71  2.55  1.62
H  3.28  -1.94  -1.02
H  4.75  -3.92  -0.80
H  6.53  -3.95  0.92
H  6.85  -2.00  2.41
H  5.40  -0.03  2.20
H  3.99  2.35  -1.70
H  5.29  4.46  -1.70
H  6.23  5.32  0.42
H  5.90  4.08  2.52
H  4.52  2.04  2.55
C  -0.93  4.96  -0.28
P  -0.45  3.70  -1.46
C  1.24  4.07  -1.93
C  -1.48  3.91  -2.91
O  -0.61  2.30  -0.92
H  -0.82  5.96  -0.71
H  -0.31  4.88  0.61
H  -1.97  4.80  0.00
H  1.31  5.08  -2.35
H  1.57  3.34  -2.67
H  1.88  3.99  -1.05
H  -1.36  4.91  -3.33
H  -2.52  3.76  -2.62
H  -1.21  3.16  -3.65
O  -0.96  -0.66  -1.19
P  -1.78  -1.36  -2.26
C  -1.72  -0.40  -3.80
C  -0.26  -0.28  -4.31
C  -0.03  -1.08  -5.58
C  -0.94  -0.58  -6.72
C  -2.35  -0.23  -6.21
C  -2.66  -0.93  -4.89
C  -1.06  -2.99  -2.57
C  -0.48  -3.57  -1.26
C  0.24  -4.89  -1.55
C  -0.69  -5.91  -2.26
C  -2.08  -5.34  -2.54
C  -2.00  -4.00  -3.29
C  -3.52  -1.47  -1.74
C  -4.12  -0.05  -1.53
C  -3.99  0.37  -0.06
C  -4.86  -0.53  0.83
C  -4.90  -1.97  0.31
C  -3.62  -2.32  -0.45
H  -2.07  0.59  -3.49
H  0.44  -0.60  -3.53
H  -0.03  0.77  -4.51
H  -0.23  -2.14  -5.39
H  1.01  -1.00  -5.88
H  -1.00  -1.34  -7.49
H  -0.48  0.30  -7.17
H  -3.10  -0.50  -6.96
H  -2.44  0.85  -6.06
H  -2.54  -2.01  -5.02
H  -3.70  -0.76  -4.61
H  -0.20  -2.77  -3.21
H  -1.26  -3.72  -0.52
H  0.23  -2.84  -0.84
H  0.61  -5.30  -0.62
H  1.11  -4.68  -2.18
H  -0.79  -6.81  -1.66
H  -0.24  -6.22  -3.21
H  -2.63  -5.21  -1.61
H  -2.65  -6.04  -3.15
H  -3.01  -3.60  -3.40
H  -1.62  -4.19  -4.30
H  -4.06  -1.97  -2.55
H  -5.17  -0.06  -1.81
H  -3.63  0.68  -2.17
H  -4.30  1.42  0.05
H  -2.94  0.31  0.23
H  -5.87  -0.13  0.87
H  -4.47  -0.51  1.85
H  -5.76  -2.10  -0.36
H  -5.04  -2.67  1.13
H  -3.61  -3.38  -0.71
H  -2.76  -2.11  0.19

Below is 13 unconnected molecules or ions with the total composition C49H72N6O15 at a distorted geometry, with properties calculated with wB97M-V/def2-TZVPD.

Results
Calculated total energy = -91631.3854 eV
E_HOMO = -7.93 eV
2S+1 = 1

Geometry (Å):
N  1.77  3.91  -4.46
C  1.03  3.22  -3.55
C  0.25  4.13  -2.89
C  0.46  5.41  -3.40
C  1.39  5.24  -4.45
H  2.50  3.41  -4.94
H  1.21  2.17  -3.39
H  -0.50  4.01  -2.12
H  -0.02  6.31  -3.07
H  1.86  5.98  -5.07
N  -4.07  -0.47  3.10
C  -4.58  -0.13  4.32
C  -4.39  1.25  4.39
C  -3.71  1.73  3.30
C  -3.48  0.61  2.47
H  -4.15  -1.37  2.65
H  -5.08  -0.84  4.96
H  -4.74  1.89  5.19
H  -3.33  2.71  3.09
H  -2.93  0.50  1.55
N  0.34  -3.04  5.29
C  0.50  -2.69  6.60
C  -0.05  -1.40  6.77
C  -0.63  -1.04  5.52
C  -0.34  -2.05  4.59
H  0.69  -3.89  4.86
H  0.95  -3.32  7.36
H  -0.07  -0.75  7.64
H  -1.08  -0.07  5.36
H  -0.45  -2.12  3.52
N  -4.19  0.95  -2.30
C  -3.98  1.14  -1.00
C  -3.54  2.43  -0.75
C  -3.68  3.14  -1.95
C  -3.98  2.18  -2.88
H  -4.33  0.09  -2.81
H  -4.12  0.30  -0.34
H  -3.23  2.78  0.22
H  -3.41  4.17  -2.10
H  -4.13  2.24  -3.95
N  0.11  -6.35  -4.91
C  1.37  -6.37  -4.44
C  1.68  -5.23  -3.66
C  0.46  -4.52  -3.62
C  -0.38  -5.17  -4.51
H  -0.30  -7.02  -5.54
H  1.99  -7.18  -4.81
H  2.62  -5.01  -3.18
H  0.35  -3.61  -3.05
H  -1.34  -4.90  -4.95
N  1.01  5.74  1.92
C  0.78  5.12  0.71
C  1.87  4.26  0.47
C  2.85  4.50  1.49
C  2.27  5.42  2.38
H  0.38  6.41  2.34
H  -0.11  5.30  0.13
H  1.93  3.65  -0.42
H  3.79  3.97  1.56
H  2.65  5.82  3.31
C  6.53  -0.68  -1.01
C  5.03  -0.61  -0.61
C  4.80  0.78  0.07
O  3.52  1.12  -0.41
C  3.22  0.35  -1.48
O  2.19  0.41  -2.11
O  4.28  -0.45  -1.72
H  6.69  -1.68  -1.41
H  7.25  -0.53  -0.21
H  6.75  0.07  -1.77
H  4.67  -1.48  -0.07
H  5.64  1.42  -0.19
H  4.83  0.71  1.16
C  3.68  0.80  4.60
C  3.04  -0.50  4.08
C  2.35  -0.29  2.74
O  2.69  -1.45  2.04
C  3.68  -2.07  2.68
O  4.32  -3.00  2.16
O  3.97  -1.46  3.73
H  2.84  1.29  5.09
H  4.11  1.44  3.83
H  4.42  0.74  5.40
H  2.32  -0.95  4.76
H  2.71  0.54  2.14
H  1.28  -0.24  2.92
C  -0.34  2.44  3.44
C  -0.55  3.32  4.65
C  -1.63  2.96  5.66
O  -0.96  2.96  6.91
C  0.36  3.18  6.76
O  1.21  3.37  7.61
O  0.63  3.20  5.45
H  0.58  2.69  2.92
H  -1.16  2.57  2.73
H  -0.26  1.42  3.81
H  -0.68  4.38  4.40
H  -1.91  1.92  5.48
H  -2.48  3.65  5.66
C  -1.30  0.49  -4.71
C  -0.05  0.16  -5.57
C  0.71  -1.06  -4.99
O  0.87  -1.82  -6.18
C  0.23  -1.34  -7.21
O  0.24  -1.85  -8.29
O  -0.42  -0.21  -6.85
H  -0.98  0.72  -3.70
H  -2.03  -0.31  -4.62
H  -1.82  1.33  -5.17
H  0.58  1.02  -5.80
H  0.08  -1.67  -4.35
H  1.59  -0.81  -4.40
C  -1.18  -4.07  0.82
C  0.13  -4.36  1.53
O  0.14  -4.39  2.75
C  1.35  -4.50  0.65
H  -1.02  -3.85  -0.24
H  -1.67  -3.25  1.34
H  -1.83  -4.94  0.88
H  1.50  -5.49  0.22
H  2.23  -4.24  1.23
H  1.29  -3.73  -0.12
C  -0.23  1.15  -0.01
C  -0.42  -0.42  -0.07
O  -0.13  -1.12  0.92
C  -0.83  -1.02  -1.41
H  -0.11  1.45  1.03
H  -1.16  1.64  -0.31
H  0.53  1.49  -0.71
H  -0.84  -2.11  -1.30
H  -0.20  -0.70  -2.23
H  -1.88  -0.80  -1.62
C  -5.13  -3.75  -3.45
C  -4.31  -2.53  -3.77
O  -3.54  -2.04  -3.00
C  -4.57  -1.87  -5.14
H  -6.09  -3.74  -3.97
H  -5.36  -3.69  -2.39
H  -4.67  -4.71  -3.69
H  -4.19  -2.35  -6.04
H  -4.28  -0.82  -5.18
H  -5.64  -1.75  -5.33

Below is a molecular structure, C49H74GeHgN6O2P2SeSi, with properties calculated with wB97M-V/def2-TZVPD.

Results
Total charge = -1
Energy above the lowest of the compared OMol25 structures with the same formula, charge and spin = 11.38 kcal/mol
Calculated total energy = -217539.6529 eV
E_HOMO (spin up / spin down) = -2.14 / -4.21 eV
2S+1 = 2

Geometry (Å):
Hg  0.50  -0.63  1.53
C  -0.43  2.43  3.97
N  -0.80  2.11  2.60
C  -2.23  2.23  2.40
C  -0.06  2.89  1.66
C  1.40  2.48  1.52
C  2.37  3.48  1.54
C  3.71  3.18  1.32
C  4.07  1.87  1.06
C  3.10  0.87  1.06
C  1.75  1.15  1.30
H  0.66  2.44  4.05
H  -0.81  3.42  4.27
H  -0.81  1.67  4.65
H  -2.75  1.63  3.14
H  -2.50  1.86  1.41
H  -2.58  3.28  2.49
H  -0.10  3.97  1.92
H  -0.53  2.79  0.67
H  2.07  4.51  1.72
H  4.45  3.96  1.34
H  5.11  1.61  0.88
H  3.40  -0.16  0.88
N  -1.69  -0.64  -0.34
N  -2.94  -0.76  0.28
C  -2.95  -0.96  1.68
N  -4.17  -1.36  2.17
N  -1.86  -0.80  2.34
N  -1.87  -0.80  3.69
O  -0.72  -0.77  4.24
O  -2.97  -0.76  4.36
H  -1.68  0.14  -0.99
H  -1.41  -1.50  -0.80
H  -3.60  -1.36  -0.20
H  -4.96  -0.97  1.70
H  -4.14  -1.23  3.20
C  2.88  -3.21  0.53
Si  1.38  -3.01  1.70
C  0.21  -4.47  1.16
C  0.76  -5.85  1.54
C  0.06  -4.42  -0.36
C  -1.18  -4.31  1.78
C  2.15  -3.30  3.45
C  3.27  -4.35  3.43
C  1.10  -3.69  4.49
C  2.77  -1.96  3.88
H  3.23  -4.24  0.47
H  3.72  -2.60  0.87
H  2.63  -2.88  -0.48
H  1.75  -6.02  1.12
H  0.10  -6.64  1.14
H  0.81  -5.99  2.62
H  1.00  -4.64  -0.87
H  -0.27  -3.43  -0.68
H  -0.69  -5.15  -0.69
H  -1.15  -4.31  2.87
H  -1.84  -5.12  1.46
H  -1.63  -3.36  1.49
H  2.92  -5.33  3.11
H  3.68  -4.46  4.45
H  4.09  -4.06  2.78
H  0.67  -4.67  4.28
H  0.30  -2.96  4.54
H  1.57  -3.74  5.48
H  3.52  -1.60  3.17
H  3.27  -2.08  4.85
H  2.01  -1.19  4.00
C  0.41  -4.18  -6.37
Ge  0.30  -2.54  -5.30
C  1.21  -1.10  -6.25
C  -1.58  -2.09  -5.00
C  1.11  -2.89  -3.55
Se  1.06  -1.34  -2.36
C  2.76  -0.56  -2.88
H  -0.07  -4.04  -7.34
H  -0.08  -5.01  -5.86
H  1.45  -4.45  -6.55
H  0.84  -1.04  -7.27
H  2.29  -1.28  -6.29
H  1.03  -0.14  -5.77
H  -2.05  -1.72  -5.91
H  -1.66  -1.32  -4.23
H  -2.13  -2.97  -4.66
H  2.14  -3.21  -3.64
H  0.56  -3.68  -3.04
H  2.75  -0.25  -3.92
H  3.55  -1.30  -2.71
H  2.93  0.29  -2.23
C  -0.89  1.64  -3.92
P  -0.73  2.33  -2.20
C  -2.40  3.05  -1.94
C  -3.51  2.24  -2.16
C  -4.78  2.65  -1.80
C  -4.97  3.89  -1.20
C  -3.87  4.69  -0.94
C  -2.59  4.27  -1.30
C  0.41  3.73  -2.43
C  0.08  4.97  -2.97
C  1.05  5.93  -3.20
C  2.38  5.65  -2.91
C  2.73  4.42  -2.36
C  1.74  3.48  -2.10
P  -1.19  2.44  -5.55
C  -2.20  3.94  -5.20
C  -1.74  5.25  -5.27
C  -2.60  6.31  -5.02
C  -3.93  6.08  -4.69
C  -4.40  4.77  -4.63
C  -3.54  3.72  -4.91
C  0.43  3.12  -6.04
C  0.49  3.85  -7.24
C  1.69  4.31  -7.74
C  2.88  4.04  -7.06
C  2.84  3.31  -5.89
C  1.63  2.85  -5.39
H  -1.69  0.89  -3.83
H  0.00  1.02  -4.06
H  -3.39  1.26  -2.62
H  -5.63  2.00  -1.99
H  -5.96  4.21  -0.92
H  -4.00  5.64  -0.45
H  -1.75  4.89  -1.04
H  -0.95  5.19  -3.22
H  0.78  6.89  -3.62
H  3.15  6.39  -3.10
H  3.75  4.21  -2.09
H  2.01  2.54  -1.63
H  -0.70  5.45  -5.50
H  -2.23  7.33  -5.07
H  -4.59  6.91  -4.48
H  -5.43  4.58  -4.38
H  -3.92  2.70  -4.88
H  -0.43  4.05  -7.78
H  1.71  4.88  -8.66
H  3.82  4.40  -7.45
H  3.75  3.09  -5.35
H  1.63  2.29  -4.46